{
  "formula": "H9NSi3",
  "method": "ωB97M-V with the def2-TZVPD basis set",
  "homo_energy_ev": [-8.143, -7.652],
  "energy_ev": -25263.862,
  "symbols": ["N", "Si", "Si", "Si", "H", "H", "H", "H", "H", "H", "H", "H", "H"],
  "xyz": [[-0.243, 2.159, 1.222], [1.785, -1.902, -1.515], [-0.776, 1.044, -0.022], [-1.519, -0.689, 1.154], [-0.711, 2.281, 2.072], [0.223, 3.066, 0.866], [0.609, -1.218, -0.709], [2.903, -1.154, -1.933], [1.449, -2.871, -2.619], [0.403, 0.917, -0.819], [-1.980, 1.684, -0.587], [-0.715, -1.171, 2.263], [-1.429, -2.145, 0.627]]
}

---

{
  "formula": "C53H48AsN5P3PdSSe2",
  "method": "ωB97M-V with the def2-TZVPD basis set",
  "homo_energy_ev": [-9.351, -9.351],
  "energy_ev": -296899.073,
  "total_charge": 1,
  "symbols": ["Pd", "Se", "P", "C", "C", "C", "C", "C", "C", "C", "C", "C", "C", "C", "C", "C", "C", "N", "N", "N", "P", "Se", "C", "C", "C", "C", "C", "C", "C", "C", "C", "C", "C", "C", "H", "H", "H", "H", "H", "H", "H", "H", "H", "H", "H", "H", "H", "H", "H", "H", "H", "H", "H", "H", "N", "C", "N", "S", "H", "H", "H", "H", "C", "C", "As", "C", "C", "C", "C", "C", "C", "C", "C", "C", "C", "C", "C", "P", "C", "C", "C", "C", "C", "C", "C", "C", "C", "C", "C", "C", "H", "H", "H", "H", "H", "H", "H", "H", "H", "H", "H", "H", "H", "H", "H", "H", "H", "H", "H", "H", "H", "H", "H", "H"],
  "xyz": [[-0.588, 1.507, -0.578], [-2.339, -4.676, -2.889], [-0.727, -3.531, -3.633], [0.852, -4.356, -3.289], [0.986, -4.922, -2.023], [2.111, -5.662, -1.707], [3.107, -5.843, -2.657], [2.975, -5.284, -3.918], [1.849, -4.542, -4.240], [-0.856, -3.264, -5.422], [-0.667, -4.356, -6.269], [-0.861, -4.214, -7.632], [-1.265, -2.991, -8.153], [-1.479, -1.912, -7.309], [-1.273, -2.045, -5.944], [-0.775, -1.860, -2.916], [0.014, -0.746, -2.560], [-0.899, 0.223, -2.235], [-2.121, -0.256, -2.342], [-2.067, -1.486, -2.747], [1.720, -0.119, -2.555], [1.890, 1.628, -1.311], [2.070, 0.205, -4.300], [2.139, -0.873, -5.178], [2.346, -0.645, -6.527], [2.459, 0.657, -6.998], [2.376, 1.730, -6.123], [2.186, 1.508, -4.767], [2.936, -1.309, -1.950], [2.816, -1.741, -0.631], [3.860, -2.420, -0.031], [5.027, -2.664, -0.741], [5.144, -2.242, -2.055], [4.103, -1.559, -2.665], [0.172, -4.830, -1.313], [2.201, -6.117, -0.729], [3.982, -6.433, -2.416], [3.750, -5.434, -4.659], [1.731, -4.154, -5.245], [-0.385, -5.315, -5.849], [-0.712, -5.061, -8.289], [-1.425, -2.884, -9.219], [-1.807, -0.963, -7.712], [-1.448, -1.199, -5.292], [2.045, -1.883, -4.799], [2.406, -1.480, -7.211], [2.617, 0.833, -8.054], [2.462, 2.742, -6.495], [2.134, 2.333, -4.068], [1.921, -1.508, -0.063], [3.773, -2.737, 1.001], [5.851, -3.178, -0.264], [6.058, -2.428, -2.605], [4.217, -1.190, -3.676], [-3.548, 2.432, -2.474], [-3.189, 3.386, -1.629], [-4.143, 4.161, -1.115], [-1.555, 3.740, -1.282], [-4.513, 2.161, -2.580], [-2.869, 1.751, -2.766], [-5.117, 3.980, -1.294], [-3.900, 4.854, -0.429], [-0.052, 2.020, 3.326], [0.378, 3.403, 3.776], [1.211, 3.521, 5.597], [1.945, 1.716, 5.839], [3.332, 1.657, 5.973], [3.979, 0.450, 6.192], [3.243, -0.722, 6.283], [1.862, -0.678, 6.156], [1.219, 0.532, 5.941], [-0.406, 3.484, 6.709], [-1.501, 2.631, 6.591], [-2.594, 2.753, 7.436], [-2.616, 3.736, 8.414], [-1.536, 4.596, 8.543], [-0.444, 4.468, 7.698], [-0.975, 1.906, 1.721], [-1.480, 0.149, 1.830], [-0.834, -0.686, 0.916], [-1.091, -2.045, 0.869], [-2.011, -2.586, 1.755], [-2.629, -1.774, 2.698], [-2.361, -0.413, 2.749], [-2.444, 2.946, 1.987], [-2.241, 4.330, 2.007], [-3.300, 5.192, 2.245], [-4.579, 4.682, 2.435], [-4.795, 3.314, 2.366], [-3.735, 2.447, 2.135], [-0.746, 1.564, 4.028], [0.810, 1.359, 3.219], [-0.468, 4.089, 3.819], [1.114, 3.812, 3.083], [3.907, 2.574, 5.912], [5.055, 0.425, 6.302], [3.742, -1.665, 6.464], [1.281, -1.588, 6.235], [0.139, 0.537, 5.878], [-1.524, 1.852, 5.841], [-3.431, 2.073, 7.332], [-3.471, 3.831, 9.070], [-1.544, 5.367, 9.302], [0.399, 5.141, 7.800], [-0.075, -0.227, 0.272], [-0.583, -2.680, 0.153], [-2.234, -3.644, 1.720], [-3.333, -2.206, 3.398], [-2.839, 0.199, 3.505], [-1.252, 4.730, 1.824], [-3.128, 6.260, 2.277], [-5.408, 5.353, 2.622], [-5.792, 2.916, 2.499], [-3.923, 1.383, 2.079]]
}

---

{
  "formula": "C8H8NO6Y",
  "method": "ωB97M-V with the def2-TZVPD basis set",
  "homo_energy_ev": [-16.045, -15.952],
  "energy_ev": -23219.516,
  "total_charge": 2,
  "symbols": ["O", "C", "Y", "O", "C", "C", "O", "C", "O", "C", "O", "H", "C", "N", "C", "C", "O", "H", "H", "H", "H", "H", "H", "H"],
  "xyz": [[0.788, -4.319, -3.446], [-0.116, -3.636, -3.312], [-0.520, 1.053, -1.579], [2.214, -1.474, -1.498], [1.407, -0.767, -1.933], [1.802, 1.866, -2.049], [2.883, 2.275, -2.232], [1.155, 0.393, -4.313], [0.883, 1.089, -5.207], [0.634, -0.710, -3.282], [0.578, -1.711, -4.071], [-2.324, 2.468, -1.750], [-0.879, 1.657, 2.969], [-0.766, 0.216, 2.730], [-0.801, -0.678, 3.899], [-0.630, -0.248, 1.513], [-0.641, 0.525, 0.462], [-1.016, 1.801, 4.045], [-1.736, 2.065, 2.421], [0.027, 2.177, 2.636], [-1.570, -1.453, 3.766], [0.163, -1.191, 4.046], [-1.032, -0.067, 4.782], [-0.501, -1.332, 1.405]]
}

---

{
  "formula": "C5H6N4",
  "method": "ωB97M-V with the def2-TZVPD basis set",
  "homo_energy_ev": -8.650,
  "energy_ev": -11234.957,
  "smiles": "c1cnnccn[nH]c1",
  "symbols": ["C", "C", "N", "N", "C", "C", "N", "N", "C", "H", "H", "H", "H", "H", "H"],
  "xyz": [[-1.965, -0.513, 0.159], [-0.828, -1.300, 0.457], [0.102, -1.148, -0.448], [1.397, -1.308, -0.633], [2.121, -0.307, -0.015], [1.579, 0.837, 0.460], [0.512, 1.509, 0.254], [-0.472, 1.154, -0.766], [-1.591, 0.656, -0.287], [-2.919, -0.852, 0.331], [-0.857, -1.769, 1.630], [3.195, -0.486, -0.501], [2.358, 1.258, 1.194], [-0.298, 0.708, -1.649], [-2.334, 1.562, -0.187]]
}

---

{
  "formula": "C6H14N2O2",
  "method": "ωB97M-V with the def2-TZVPD basis set",
  "homo_energy_ev": -9.258,
  "energy_ev": -13524.261,
  "smiles": "CNC(C)=O.CNC(C)=O",
  "symbols": ["C", "N", "C", "C", "O", "H", "H", "H", "H", "H", "H", "H", "C", "N", "C", "C", "O", "H", "H", "H", "H", "H", "H", "H"],
  "xyz": [[1.934, 1.400, -0.751], [1.588, 0.359, -1.672], [0.308, 0.041, -2.094], [0.226, -1.119, -3.060], [-0.631, 0.420, -1.425], [1.258, 1.665, 0.052], [2.942, 1.212, -0.382], [1.915, 2.428, -1.183], [2.376, 0.009, -2.195], [-0.850, -1.332, -3.111], [0.789, -1.072, -3.982], [0.473, -2.026, -2.494], [-0.556, 1.565, 2.586], [-0.555, 0.352, 1.777], [-0.998, -0.885, 2.163], [-1.652, -1.716, 1.097], [-0.916, -1.348, 3.280], [-0.055, 2.332, 1.988], [-1.565, 1.835, 2.875], [0.134, 1.451, 3.426], [-0.578, 0.487, 0.783], [-2.728, -1.561, 0.985], [-1.294, -1.706, 0.060], [-1.567, -2.792, 1.277]]
}

---

{
  "formula": "C18H37BrFGaNO22S5",
  "method": "ωB97M-V with the def2-TZVPD basis set",
  "homo_energy_ev": -4.311,
  "energy_ev": -245106.832,
  "total_charge": -1,
  "symbols": ["C", "O", "C", "Ga", "Br", "C", "C", "O", "N", "C", "C", "C", "C", "F", "H", "H", "H", "H", "H", "H", "H", "H", "H", "H", "H", "H", "H", "H", "H", "H", "H", "C", "C", "O", "S", "O", "O", "O", "H", "H", "H", "H", "C", "C", "O", "S", "O", "O", "O", "H", "H", "H", "H", "C", "C", "O", "S", "O", "O", "O", "H", "H", "H", "H", "C", "C", "O", "S", "O", "O", "O", "H", "H", "H", "H", "C", "C", "O", "S", "O", "O", "O", "H", "H", "H", "H"],
  "xyz": [[3.222, -3.182, 2.959], [3.663, -2.545, 1.746], [2.791, -1.448, 1.352], [2.950, 0.201, 2.631], [4.935, -0.252, 4.034], [1.367, 0.325, 3.943], [-0.069, 0.450, 3.265], [-1.084, 0.019, 3.916], [-0.334, 1.017, 1.912], [-1.500, 1.973, 2.061], [-0.752, -0.140, 1.016], [3.352, 1.924, 1.573], [2.328, 3.134, 1.821], [4.710, 2.427, 1.877], [4.182, -3.506, 3.521], [2.615, -2.516, 3.661], [2.585, -4.134, 2.782], [3.187, -1.061, 0.332], [1.700, -1.761, 1.158], [1.365, -0.619, 4.615], [1.521, 1.212, 4.657], [-1.601, 2.633, 1.117], [-2.492, 1.382, 2.164], [-1.346, 2.638, 2.995], [-0.807, -1.121, 1.636], [0.010, -0.240, 0.155], [-1.818, 0.016, 0.590], [3.397, 1.620, 0.457], [1.362, 2.957, 1.203], [2.087, 3.146, 2.948], [2.864, 4.115, 1.537], [-1.725, 2.645, -3.628], [-1.638, 1.452, -2.688], [-0.267, 1.383, -2.303], [0.350, 2.882, -2.260], [0.315, 3.338, -0.903], [1.538, 2.907, -3.060], [-0.842, 3.625, -3.076], [-1.365, 2.387, -4.627], [-2.738, 3.041, -3.699], [-1.950, 0.524, -3.164], [-2.235, 1.617, -1.786], [-1.398, -6.560, 2.603], [0.025, -6.583, 2.065], [-0.028, -5.837, 0.849], [-1.151, -4.673, 0.990], [-0.492, -3.454, 1.346], [-2.052, -4.777, -0.120], [-1.891, -5.253, 2.314], [-2.029, -7.286, 2.082], [-1.436, -6.752, 3.676], [0.383, -7.595, 1.880], [0.713, -6.072, 2.745], [-4.122, -3.806, -3.531], [-2.711, -3.828, -4.099], [-2.797, -3.112, -5.333], [-3.928, -1.956, -5.198], [-3.269, -0.721, -4.887], [-4.850, -2.095, -6.286], [-4.634, -2.510, -3.843], [-4.757, -4.551, -4.021], [-4.135, -3.972, -2.453], [-2.346, -4.841, -4.267], [-2.014, -3.294, -3.446], [-0.242, 0.491, -8.353], [0.853, 1.254, -7.621], [0.503, 1.168, -6.241], [-0.247, -0.248, -5.969], [0.718, -1.178, -5.461], [-1.496, 0.015, -5.312], [-0.547, -0.627, -7.519], [-1.147, 1.098, -8.453], [0.079, 0.154, -9.339], [0.918, 2.295, -7.938], [1.826, 0.772, -7.754], [2.225, 5.463, 6.831], [1.325, 6.570, 6.304], [0.579, 5.970, 5.247], [0.336, 4.402, 5.594], [-0.969, 4.267, 6.172], [0.779, 3.619, 4.482], [1.432, 4.278, 6.785], [3.093, 5.317, 6.182], [2.563, 5.656, 7.850], [1.891, 7.427, 5.937], [0.618, 6.903, 7.070]]
}

---

{
  "formula": "C4H6NS",
  "method": "ωB97M-V with the def2-TZVPD basis set",
  "homo_energy_ev": -14.384,
  "energy_ev": -16561.070,
  "total_charge": 1,
  "smiles": "CC#[N+]C(C)=S",
  "symbols": ["C", "C", "N", "C", "C", "S", "H", "H", "H", "H", "H", "H"],
  "xyz": [[2.153, 1.411, 0.137], [0.901, 0.775, 0.001], [-0.012, 0.065, -0.082], [-1.588, -0.214, -0.011], [-1.610, -1.678, -0.184], [-2.432, 1.039, 0.244], [2.810, 1.112, -0.768], [2.609, 1.134, 1.101], [1.992, 2.560, 0.194], [-0.999, -2.351, 0.528], [-1.107, -1.845, -1.042], [-2.717, -2.006, -0.118]]
}